DFT (wB97M-V/def2-TZVPD) results for a molecular structure, C24H29N2O3PtS5.

Output
2S+1: 3
Largest force on an atom: 0.2 eV/Å
E: -91897.2389 eV
ΔE to the lowest compared entry with this formula, charge and spin: 0.0 kJ/mol
Charge: +1
<S²>: 2.0176
Orbital gap (alpha / beta): 8.29 / 6.84 eV

Each line ends with the Löwdin charge.
Cartesian coordinates (Å):
S -1.34736 -0.16750 -1.48687  0.918
C 4.94509 -0.96031 -0.09580  -0.096
H 1.55807 -1.18589 -2.25440  -0.023
H 6.29855 -1.96077 1.23451  0.112
C -0.30833 -3.05407 2.30821  -0.025
S 0.54183 1.54543 0.65538  0.830
O 0.27180 -5.02198 -1.59924  -0.280
C 3.12907 0.47545 -5.72088  -0.053
C 1.76549 -2.71627 0.47144  -0.143
H -0.02775 2.19454 2.82210  0.079
Pt 0.45269 -0.75413 0.05486  0.835
H -1.10789 -3.21582 3.02187  0.128
C 0.98227 -2.71623 2.77345  -0.312
H 3.75814 -2.25934 -3.01486  0.120
C 3.57557 0.58649 -3.38299  -0.396
H 3.00555 -2.26209 2.16255  0.116
H 4.86376 -0.06599 0.51028  0.111
O 1.22173 -2.94103 -2.46506  -0.359
H -3.70332 -0.09377 -1.35128  0.096
C 2.72636 0.22660 -4.41456  -0.065
H 2.58547 -2.68615 -0.23294  0.097
H -1.84515 0.97405 3.46433  0.075
C 5.82363 -3.16137 -0.48046  -0.052
H -1.13071 -0.16994 2.34219  0.040
H 2.48079 0.19363 -6.53936  0.115
H -4.11355 -1.31037 0.80322  0.084
C -2.95621 -0.73543 -0.88167  -0.457
H 2.15828 -2.47813 4.43971  0.113
C 5.12262 -3.24515 -1.67976  -0.039
H -1.19602 2.81530 1.66847  0.088
C -3.15549 -0.82035 0.62392  -0.508
H -1.79954 2.04651 -2.22891  0.096
C 4.25151 -1.05841 -1.29430  -0.417
C 0.46730 -3.01042 -0.00789  -0.417
H 4.65970 1.26629 -6.99232  0.113
C 4.80176 1.19565 -3.61532  -0.079
N 1.63088 -0.29749 -1.73248  -0.448
H 5.44731 1.47134 -2.78979  0.117
C -1.61491 0.80742 2.41163  -0.521
H -3.03981 -1.73225 -1.31692  0.073
S 3.13447 0.27000 -1.68193  1.065
H 6.44008 -3.99201 -0.16326  0.114
S 0.16408 -3.59241 -1.69463  0.427
H -0.31800 3.33752 -0.65324  0.097
H 0.57937 2.13821 -1.59301  0.062
N 1.21644 -2.54465 4.09653  0.153
C 5.18864 1.43719 -4.92181  -0.059
C -0.19258 2.26981 -0.83488  -0.487
H -2.28478 1.84011 -0.53845  0.032
C 4.35295 1.07548 -5.97286  -0.058
H 6.14084 1.90945 -5.12120  0.114
C -0.65883 1.91755 1.97681  -0.468
C 4.33215 -2.18931 -2.09883  -0.067
O -1.17089 -3.07758 -1.95871  -0.368
H 0.51153 -2.80048 4.76565  0.113
C -1.50100 1.63660 -1.26332  -0.463
H 1.76980 -0.23669 -4.21292  0.110
H -1.53378 -3.46664 0.60398  0.130
H 5.18375 -4.13996 -2.28352  0.121
H -2.38712 -1.44174 1.07801  0.032
C -0.55037 -3.19008 0.96562  -0.084
S -3.22279 0.73542 1.56458  0.908
C 5.74180 -2.02388 0.30902  -0.070
C 2.00732 -2.51645 1.82853  -0.019

Force components x, y, z for each atom (eV/Å):
0.0 0.0 0.0
0.0 0.0 0.0
0.0 0.0 0.0
0.0 0.0 0.0
0.0 0.0 0.1
0.0 0.0 0.0
0.1 0.0 0.0
0.0 0.0 0.0
0.1 0.0 0.0
0.0 0.0 0.0
0.0 0.0 0.1
0.0 0.0 0.0
0.1 0.0 -0.1
0.0 0.0 0.0
0.0 0.0 0.0
0.0 0.0 0.0
0.0 0.0 0.0
0.1 0.0 -0.1
0.0 0.0 0.0
0.0 0.0 0.0
0.0 0.0 0.0
0.0 0.0 0.0
0.0 0.0 0.0
0.0 0.0 0.0
0.0 0.0 0.0
0.0 0.0 0.0
0.0 0.0 0.0
0.0 0.0 0.0
0.0 0.0 0.0
0.0 0.0 0.0
0.0 0.0 0.0
0.0 0.0 0.0
0.1 0.0 0.0
0.1 0.1 0.0
0.0 0.0 0.0
0.0 0.0 0.0
0.0 0.0 -0.1
0.0 0.0 0.0
0.0 0.0 0.0
0.0 0.0 0.0
-0.1 0.0 0.1
0.0 0.0 0.0
-0.2 -0.1 0.1
0.0 0.0 0.0
0.0 0.0 0.0
-0.1 0.0 0.0
0.0 0.0 0.0
0.0 0.0 0.0
0.0 0.0 0.0
0.0 0.0 0.0
0.0 0.0 0.0
0.0 0.0 0.0
0.0 0.0 0.0
0.0 0.1 0.0
0.0 0.0 0.0
0.0 0.0 0.0
0.0 0.0 0.0
0.0 0.0 0.0
0.0 0.0 0.0
0.0 0.0 0.0
-0.1 0.0 -0.1
0.0 0.0 0.0
0.0 0.0 0.0
-0.1 0.0 0.0

***

DFT (wB97M-V/def2-TZVPD) results for a single C24H29N3O5S molecule.

Output
Largest force on an atom: 0.9 eV/Å
E: -50902.8338 eV
ΔE to the lowest compared entry with this formula, charge and spin: 90.1 kJ/mol
SMILES: Cc1ccc(N2C[C@H](C(=O)Nc3ccc(S(=O)(=O)NC[C@@H]4CCCO4)cc3)CC2=O)cc1C
Orbital gap: 8.84 eV

Each line ends with the Löwdin charge.
Cartesian coordinates (Å):
C -0.36333 -3.09407 0.03322  -0.259
H 0.01888 -4.43947 2.44426  0.084
H 3.53637 -0.32440 1.61823  0.106
C -4.55813 2.71514 -1.76784  -0.144
C 4.65485 2.01945 1.26579  -0.446
H 5.06495 0.93818 -1.88494  0.134
H -0.22763 0.06611 3.40938  0.122
H 5.84685 0.62967 0.28466  0.149
H 2.06791 0.99813 3.70960  0.124
N 3.47086 2.27793 1.88711  0.141
H 4.15206 2.30309 -1.26747  0.132
H -4.96676 2.47495 -0.78694  0.109
C 4.32890 1.23619 -1.13598  -0.018
H -0.32147 1.53937 -0.57356  0.112
C 4.77863 0.86080 0.27841  -0.163
H -1.52522 -1.04798 -0.63901  0.069
C 1.84315 -1.37719 -0.26429  -0.173
H -6.16787 1.43455 -2.53592  0.118
H -2.54936 2.90470 -2.57017  0.120
H -2.25588 -3.46533 0.91427  0.077
O -2.12744 -1.10864 2.02827  -0.291
H -1.33051 -4.92688 0.58074  0.084
H -2.31143 0.53491 -2.88452  0.150
C -3.18152 0.85184 -2.29853  -0.325
C -1.58565 -3.93984 0.19739  -0.036
C 2.16851 1.76236 1.70862  -0.238
H -4.70662 3.77619 -1.95473  0.110
H 1.93592 2.50713 -0.28802  0.124
C 1.54461 1.10771 2.77074  -0.005
H -0.63972 -2.78258 -2.06504  0.119
C 0.20903 1.42512 0.35710  -0.029
H -5.36039 2.41111 -3.78280  0.118
C 0.27036 0.59510 2.61296  -0.047
H 2.16364 -1.77724 1.82698  0.107
C 1.48216 1.94649 0.51273  0.008
H 3.56867 2.96698 2.62459  0.163
H -2.10526 -4.06069 -0.75025  0.080
C -5.20538 1.84839 -2.85472  -0.185
S -2.03460 0.08551 1.22898  0.659
C 1.55024 -1.97048 0.96174  0.020
H 0.91637 -3.11332 3.19583  0.081
H -2.59590 2.38416 -0.86623  0.095
H -0.80350 -2.92374 2.81554  0.071
C 3.95805 -0.39221 0.61425  -0.081
H 1.25594 -1.27304 -2.32493  0.106
C 0.45820 -2.80670 1.12669  -0.229
H -4.06662 0.30029 -0.39859  0.116
C -0.03792 -2.54175 -1.19904  -0.062
N -2.08551 -0.24438 -0.39180  -0.107
O 2.31496 0.62041 -2.32629  0.074
N 2.91352 -0.47194 -0.38908  0.023
C -3.33934 -0.10933 -1.10127  -0.159
H 4.57919 -1.29432 0.56568  0.142
C -3.08642 2.30655 -1.83358  -0.125
H -3.70608 -1.07429 -1.46339  0.132
C -0.37900 0.74123 1.40157  -0.258
O 5.62758 2.68797 1.54233  0.075
C 0.13737 -3.35802 2.47828  -0.033
O -2.98247 1.12848 1.49271  -0.277
C 1.04451 -1.69450 -1.35823  0.001
C 3.05556 0.44430 -1.38627  -0.464
O -4.31087 0.78183 -3.14522  -0.101

Force components x, y, z for each atom (eV/Å):
0.0 0.0 -0.1
0.0 -0.1 0.1
0.0 -0.1 -0.1
0.0 -0.2 -0.1
0.2 -0.3 -0.2
0.0 0.0 0.0
0.0 -0.1 0.2
-0.2 0.1 0.1
0.1 0.0 0.1
-0.2 0.5 0.6
-0.1 0.0 -0.1
0.0 0.0 0.0
0.0 0.0 0.0
0.0 0.0 -0.1
0.1 0.0 0.0
0.2 -0.1 0.1
-0.2 -0.2 -0.2
0.1 0.1 0.0
0.1 0.0 0.0
-0.1 -0.1 0.0
0.2 0.1 -0.1
-0.1 -0.1 0.0
0.0 0.0 0.1
0.3 -0.1 0.3
0.0 0.0 0.0
-0.4 -0.1 -0.2
0.0 0.0 0.1
0.1 0.1 -0.1
0.0 0.0 -0.1
-0.1 0.0 -0.1
0.0 0.1 -0.1
0.0 0.0 0.1
-0.1 0.0 0.1
0.1 0.1 0.1
0.0 0.1 0.3
0.1 -0.1 -0.2
-0.1 0.0 0.0
-0.3 0.3 -0.1
0.2 -0.2 -0.3
0.1 0.0 -0.1
0.0 0.0 0.1
0.1 0.1 0.0
-0.1 -0.1 0.1
0.2 -0.3 0.2
0.0 0.0 0.0
0.1 0.0 -0.1
-0.2 -0.1 -0.2
0.2 -0.2 0.2
0.2 0.2 0.9
-0.2 0.1 -0.2
0.2 -0.2 0.2
-0.5 0.4 -0.4
-0.1 0.1 0.1
0.0 -0.2 -0.2
0.1 0.0 0.1
-0.5 -0.2 -0.1
0.3 0.1 0.0
-0.1 0.0 0.0
-0.1 0.2 -0.2
0.1 0.1 -0.2
0.4 0.3 -0.2
0.0 -0.2 0.0

***

The lowest largest force on an atom belongs to which entry? C24H29N2O3PtS5

***

The highest E belongs to which entry? C24H29N3O5S

***

Among the records above, which one has the highest E? C24H29N3O5S

***

Number 2 is which compound? C24H29N3O5S